No. 1
Here is a molecular structure, C15H32NO3P2V at a distorted geometry from the OMol25 dataset. Energies are from ωB97M-V/def2-TZVPD.

Results
LUMO energy (alpha / beta): -3.05 / -3.17 eV
Net charge: +1
Calculated total energy: -67963.497 eV
HOMO energy (alpha / beta): -0.2838 / -0.2833 Eh
2S+1: 4
Gap between HOMO and LUMO (alpha / beta): 4.67 / 4.54 eV

The geometry in XYZ format:
```
54
Properties=species:S:1:pos:R:3:mulliken_spin:R:1
V -0.75 -1.37 -0.01 2.90
P 1.15 -2.57 0.83 -0.06
C 1.86 -2.71 -0.88 0.00
C 1.59 -1.51 -1.75 0.06
N 0.56 -0.70 -1.42 -0.05
C 0.27 0.40 -2.16 -0.04
C 1.01 0.69 -3.31 -0.01
C 2.04 -0.17 -3.68 0.01
C 2.34 -1.26 -2.89 0.00
C -0.94 1.23 -1.71 0.13
P -0.48 2.86 -1.13 0.01
H 3.13 -1.96 -3.15 0.00
H 0.73 1.54 -3.92 0.00
H 2.61 0.03 -4.59 0.00
H -1.56 1.42 -2.62 0.00
H -1.54 0.73 -0.91 -0.07
H 2.88 -2.86 -0.78 0.00
H 1.43 -3.64 -1.31 0.01
H 5.65 2.07 -1.81 0.00
O 4.77 1.92 -1.55 0.00
H 4.85 1.70 -0.61 0.00
H 1.33 3.26 0.04 0.00
O 1.09 2.40 0.27 0.02
H 0.70 2.54 1.15 0.00
C 0.21 3.83 -2.50 0.00
H -0.33 3.58 -3.45 0.00
H 0.12 4.91 -2.33 0.00
H 1.28 3.58 -2.63 0.00
C -1.72 3.59 -0.04 0.00
H -1.26 4.03 0.87 0.00
H -2.26 4.41 -0.56 0.00
H -2.45 2.82 0.31 0.00
C 0.87 -4.30 1.32 0.01
H 1.72 -4.73 1.85 0.00
H -0.01 -4.31 1.97 0.00
H 0.65 -4.90 0.42 0.01
C 2.59 -2.00 1.80 0.01
H 2.42 -2.21 2.86 0.00
H 3.52 -2.49 1.48 0.00
H 2.70 -0.91 1.66 0.00
C -3.36 0.75 2.40 -0.01
C -2.84 -0.66 2.13 -0.02
C -1.88 -1.07 3.25 0.05
C -4.04 -1.60 2.07 0.00
O -2.16 -0.70 0.87 0.05
H -3.92 0.79 3.35 0.00
H -4.04 1.07 1.60 0.00
H -2.54 1.48 2.48 0.00
H -2.39 -1.00 4.22 0.00
H -1.53 -2.10 3.11 0.00
H -1.01 -0.42 3.27 0.00
H -4.70 -1.31 1.25 0.00
H -3.73 -2.64 1.92 0.00
H -4.63 -1.56 3.00 0.00
```



No. 2
Here is a molecular structure, C15H32O13V at a distorted geometry from the OMol25 dataset. Energies are from ωB97M-V/def2-TZVPD.

Results
LUMO energy (alpha / beta): -4.01 / -3.30 eV
Net charge: +1
Calculated total energy: -68372.831 eV
HOMO energy (alpha / beta): -0.4227 / -0.4227 Eh
2S+1: 3
Gap between HOMO and LUMO (alpha / beta): 7.49 / 8.20 eV

The geometry in XYZ format:
```
61
Properties=species:S:1:pos:R:3:mulliken_spin:R:1
V -1.43 -0.79 0.55 1.99
O -2.35 -1.67 -0.94 0.01
H -2.82 -1.98 -1.70 0.00
O 0.04 -0.15 -0.59 -0.03
H 0.60 0.49 -1.00 0.02
C -3.10 4.48 -0.50 0.00
O -2.46 3.33 0.07 0.00
C -2.85 2.10 -0.22 0.00
O -2.29 1.16 0.29 -0.01
O -3.79 2.11 -1.16 0.00
C -4.26 0.83 -1.61 0.00
H -4.15 4.33 -0.74 0.00
H -2.57 4.69 -1.44 0.00
H -2.86 5.34 0.11 0.00
H -5.30 0.88 -1.91 0.00
H -4.15 0.07 -0.83 0.00
H -3.64 0.54 -2.45 0.00
C -1.36 0.52 4.81 0.00
O -0.77 1.55 4.03 0.00
C -0.38 1.35 2.79 0.00
O -0.43 0.27 2.18 0.02
O 0.10 2.47 2.35 0.00
C 0.67 2.54 1.01 0.00
H -0.65 -0.28 5.02 0.00
H -2.14 0.03 4.22 0.00
H -1.91 0.99 5.61 0.00
H 1.57 1.93 0.99 0.00
H 0.96 3.58 0.89 0.00
H -0.03 2.25 0.24 0.00
C -0.05 -4.76 -0.10 0.00
O 0.46 -4.50 1.19 0.00
C 0.32 -3.30 1.75 0.01
O -0.17 -2.34 1.21 -0.01
O 0.80 -3.43 2.95 0.00
C 0.72 -2.35 3.90 0.00
H -0.17 -5.81 -0.35 0.00
H 0.58 -4.31 -0.86 0.00
H -1.05 -4.32 -0.23 0.00
H 1.68 -1.84 4.01 0.00
H 0.59 -2.97 4.79 0.00
H -0.08 -1.68 3.60 0.00
C 3.43 -2.24 -0.14 0.00
C 3.68 -3.48 -0.99 0.00
O 3.70 -4.60 -0.55 0.00
C 4.04 -3.27 -2.47 0.00
H 4.18 -1.46 -0.07 0.00
H 3.16 -2.66 0.83 0.00
H 2.55 -1.72 -0.56 0.00
H 3.77 -4.16 -3.02 0.00
H 5.09 -3.00 -2.59 0.00
H 3.37 -2.45 -2.75 0.00
C 2.02 2.31 -2.23 0.00
C 0.85 3.20 -2.58 0.00
O 0.31 3.88 -1.74 0.00
C 0.34 3.03 -4.01 0.00
H 2.96 2.86 -2.13 0.00
H 2.16 1.37 -2.75 0.00
H 1.90 1.95 -1.20 0.00
H 0.68 3.85 -4.65 0.00
H -0.74 3.15 -3.94 0.00
H 0.65 2.09 -4.45 0.00
```



No. 3
Here is a molecular structure, C15H33B3I2N3O6 at a distorted geometry from the OMol25 dataset. Energies are from ωB97M-V/def2-TZVPD.

Results
LUMO energy: 2.37 eV
Net charge: -1
Calculated total energy: -51080.739 eV
HOMO energy: -0.1409 Eh
Gap between HOMO and LUMO: 6.21 eV

The geometry in XYZ format:
```
62
Properties=species:S:1:pos:R:3:mulliken_charge:R:1
C 2.37 1.66 2.58 -0.91
C 1.31 0.82 2.56 -0.02
C 0.36 0.67 1.42 0.14
B 1.06 0.12 0.02 1.12
B 0.95 1.35 -1.21 0.40
N 1.86 1.46 -2.37 -0.55
O -0.08 2.34 -1.21 -0.50
O 0.34 -1.10 -0.59 -0.65
C 1.36 -1.84 -1.19 -1.39
B 0.91 -3.22 -1.79 0.82
N -0.46 -3.54 -1.96 -0.53
O 1.87 -4.15 -2.25 -0.73
C 2.53 -1.77 -0.16 2.11
C 3.95 -1.91 -0.86 -1.32
N 4.84 -0.77 -0.65 -0.46
C 2.46 -2.88 0.92 -1.75
I 3.75 -2.33 2.55 0.06
C 1.04 -3.31 1.36 0.04
C 0.99 -4.84 1.42 -1.44
I 0.36 -2.70 3.31 0.05
O 2.43 -0.46 0.27 -0.66
H 2.32 2.71 2.28 0.30
H 3.33 1.31 2.95 0.16
H 1.13 0.23 3.45 0.24
H -0.14 1.64 1.26 -0.56
H -0.45 -0.02 1.70 0.18
H 1.69 2.34 -2.85 0.23
H 1.68 0.74 -3.06 0.19
H 0.13 3.03 -0.57 0.21
H 1.82 -1.31 -2.06 -0.05
H -1.07 -3.13 -1.26 0.26
H -0.63 -4.52 -2.09 0.20
H 2.43 -4.46 -1.53 0.31
H 3.77 -2.01 -1.93 0.38
H 4.45 -2.82 -0.49 0.33
H 5.63 -1.06 -0.09 0.23
H 5.23 -0.49 -1.54 0.23
H 2.94 -3.77 0.52 0.90
H 0.29 -2.91 0.69 0.23
H 1.42 -5.28 0.52 0.27
H -0.02 -5.21 1.61 0.44
H 1.61 -5.17 2.26 0.47
C -2.59 5.06 0.78 -0.96
C -2.27 4.20 1.97 0.96
O -1.15 4.09 2.40 -0.56
C -3.42 3.44 2.58 -1.10
H -1.68 5.55 0.43 0.30
H -2.98 4.41 -0.01 0.10
H -3.33 5.82 1.03 0.41
H -3.87 2.78 1.83 0.19
H -4.19 4.13 2.93 0.39
H -3.06 2.84 3.42 0.33
C -5.49 0.87 -1.80 -1.25
C -4.42 1.92 -1.56 0.88
O -4.62 2.87 -0.83 -0.55
C -3.10 1.73 -2.26 -0.81
H -6.38 1.12 -1.23 0.34
H -5.73 0.82 -2.86 0.34
H -5.12 -0.11 -1.47 0.31
H -3.26 1.71 -3.34 0.42
H -2.65 0.78 -1.96 0.16
H -2.42 2.53 -2.01 0.13
```